Entry 1:
Here is a 2-piece molecular cluster, C10H19P overall in a non-equilibrium geometry from OMol25. Energies are from ωB97M-V with the def2-TZVPD basis set.

Structure (XYZ):
```
30
Properties=species:S:1:pos:R:3:lowdin_charge:R:1
C 0.4760 0.4672 2.1347 -0.037
C 0.5597 0.4713 0.6370 -0.266
C -0.3274 1.1171 -0.0961 -0.269
C -0.5573 1.7223 -1.4140 -0.090
C -1.2810 2.2263 -0.1823 -0.111
C 1.6876 -0.3036 -0.0177 -0.375
C 1.5323 -1.8182 0.1389 -0.065
C 3.0390 0.1393 0.5507 -0.072
H -0.4601 0.9099 2.4602 0.068
H 0.5418 -0.5420 2.5363 0.077
H 1.3030 1.0488 2.5445 0.082
H -1.1291 1.1993 -2.1664 0.077
H 0.2296 2.3315 -1.8416 0.103
H -0.9914 3.1829 0.2308 0.104
H -2.3429 2.0296 -0.1006 0.055
H 1.6713 -0.0646 -1.0874 0.137
H 2.4114 -2.3276 -0.2520 0.079
H 0.6647 -2.1769 -0.4097 0.062
H 1.4231 -2.0909 1.1864 0.075
H 3.1627 -0.2130 1.5721 0.077
H 3.1224 1.2248 0.5420 0.083
H 3.8483 -0.2707 -0.0503 0.076
H -4.1710 -0.0218 0.1648 -0.140
P -3.1279 -0.2828 1.0777 0.825
C -2.0778 -0.9994 -0.0127 -0.583
C -2.3724 -1.3319 -1.4369 -0.170
H -1.1593 -1.3850 0.4020 0.008
H -2.3407 -0.4387 -2.0617 0.054
H -3.3742 -1.7502 -1.5377 0.067
H -1.6518 -2.0457 -1.8314 0.066
```

- ΔE to the lowest compared entry with this formula, charge and spin (eV) = 1.200
- gap between HOMO and LUMO (eV) = 8.737
- lowest unoccupied orbital energy (eV) = 0.45
- SMILES = CC(=C1CC1)C(C)C.[H]/P=C\C
- energy (a.u.) = -733.65762
- max |F| (eV/Å) = 1.4
- charge = 0
- spin multiplicity = 1

Entry 2:
Here is a 2-piece molecular cluster, C10H20 overall in a non-equilibrium geometry from OMol25. Energies are from ωB97M-V with the def2-TZVPD basis set.

Structure (XYZ):
```
30
Properties=species:S:1:pos:R:3:lowdin_charge:R:1
C -1.0223 0.0751 -0.4004 -0.113
C -2.2947 -0.7559 -0.2585 -0.168
C -2.3686 -1.7910 0.5691 -0.153
C -3.5527 -2.7029 0.5266 -0.292
C -3.1790 -4.1705 0.5571 -0.131
H -1.2636 1.0785 -0.7897 0.071
H -0.2805 -0.3928 -1.0693 0.062
H -0.5732 0.1848 0.6011 0.064
H -3.0994 -0.5673 -0.9814 0.103
H -1.5824 -1.8774 1.3307 0.116
H -4.0976 -2.5180 -0.4191 0.108
H -4.2531 -2.5099 1.3619 0.111
H -2.7048 -4.3933 -0.4135 0.077
H -4.0377 -4.8492 0.6932 0.072
H -2.4468 -4.3643 1.3590 0.072
C 1.4555 4.1180 0.8914 -0.101
C 2.4298 3.1589 0.1940 -0.173
C 2.4060 1.8504 0.2047 -0.172
C 3.4472 0.9456 -0.4052 -0.274
C 2.7754 -0.0097 -1.3628 -0.130
H 1.8851 4.8949 1.5460 0.069
H 0.6843 3.5684 1.4570 0.069
H 0.9753 4.6105 0.0292 0.068
H 3.1595 3.6902 -0.4313 0.105
H 1.6200 1.2556 0.6883 0.099
H 4.1525 0.5307 0.3404 0.117
H 4.0020 1.6789 -1.0216 0.102
H 3.4892 -0.6328 -1.9274 0.073
H 2.1680 0.5673 -2.0804 0.083
H 2.1064 -0.6730 -0.7892 0.064
```

- ΔE to the lowest compared entry with this formula, charge and spin (eV) = 1.782
- gap between HOMO and LUMO (eV) = 10.244
- lowest unoccupied orbital energy (eV) = 1.10
- SMILES = C/C=C/CC.C/C=C/CC
- energy (a.u.) = -392.95312
- max |F| (eV/Å) = 2.3
- charge = 0
- spin multiplicity = 1

Entry 3:
Here is C10H20AsClF12N2O5S2Ti as an isolated structure in a non-equilibrium geometry from OMol25. Energies are from ωB97M-V with the def2-TZVPD basis set.

Structure (XYZ):
```
54
Properties=species:S:1:pos:R:3:lowdin_charge:R:1
Ti -3.8140 -6.1037 -5.7552 0.817
Cl -5.1333 -7.9322 -8.9379 -0.816
C -4.8803 -8.4462 -2.0799 -0.603
F -5.1718 -8.0198 -3.3672 0.046
F -5.8058 -8.2678 -1.1518 0.166
F -4.6162 -9.7503 -2.2475 0.113
S -3.2209 -7.6309 -1.5146 0.661
O -3.6541 -6.3191 -1.1839 -0.295
O -2.8321 -8.4944 -0.3645 -0.316
N -2.2964 -7.7546 -2.9615 -0.329
S -0.8822 -8.1384 -2.4375 0.530
O -0.3414 -7.1886 -1.4925 -0.324
O -0.7834 -9.5468 -2.0883 -0.310
C 0.2481 -7.8542 -4.0366 -0.646
F 1.5029 -7.8202 -3.7172 0.178
F -0.0376 -8.8967 -4.8953 0.074
F -0.1811 -6.7660 -4.6542 0.097
C 0.7907 -4.7492 -11.0237 -0.049
C -0.4357 -4.1960 -10.2401 -0.125
N -1.0341 -2.8649 -10.8191 -0.225
C 0.0325 -1.7774 -10.4576 0.034
C -1.2458 -3.0162 -12.3055 -0.162
C -2.2150 -4.2033 -12.7778 -0.026
C -2.4090 -2.5488 -10.1346 -0.040
C -2.3884 -2.0703 -8.6974 -0.260
O -1.9559 -3.0273 -7.8114 -0.223
C -1.7708 -2.4884 -6.4831 -0.048
H 1.7286 -4.2035 -10.9206 0.075
H 0.5301 -4.8951 -12.0720 0.070
H 1.1105 -5.6933 -10.5827 0.091
H -0.2708 -4.0863 -9.1682 0.121
H -1.2931 -4.8626 -10.3329 0.122
H 0.9516 -1.9000 -11.0307 0.097
H 0.2589 -1.6164 -9.4036 0.108
H -0.3456 -0.8504 -10.8887 0.102
H -0.3520 -2.9093 -12.9201 0.123
H -1.7581 -2.0976 -12.5915 0.114
H -2.2602 -4.3373 -13.8586 0.085
H -3.2261 -4.1097 -12.3814 0.079
H -1.8409 -5.1703 -12.4417 0.071
H -3.1062 -3.3722 -10.2894 0.143
H -2.7064 -1.6534 -10.6805 0.135
H -3.4212 -1.8510 -8.4268 0.147
H -1.8655 -1.1233 -8.5632 0.121
H -0.9491 -1.7863 -6.6244 0.084
H -1.4875 -3.2932 -5.8048 0.085
H -2.6374 -1.8846 -6.2137 0.101
As -8.4370 -2.7403 -4.2632 0.856
F -8.2975 -2.8620 -2.5346 -0.268
F -6.8447 -3.4838 -4.5750 -0.316
F -8.7108 -2.5962 -6.0154 -0.307
F -10.1033 -1.9106 -4.1109 -0.353
F -7.6523 -1.1268 -4.2324 -0.313
F -9.3630 -4.2512 -4.2503 -0.291
```

- ΔE to the lowest compared entry with this formula, charge and spin (eV) = 6.067
- gap between HOMO and LUMO (spin up / spin down) (eV) = 5.917 / 6.013
- <S²> = 3.75
- lowest unoccupied orbital energy (spin up / spin down) (eV) = 0.29 / 0.28
- energy (a.u.) = -6418.82745
- max |F| (eV/Å) = 4.6
- charge = -1
- spin multiplicity = 4

Entry 4:
Here is C10H20Br10F12OP2V as an isolated structure in a non-equilibrium geometry from OMol25. Energies are from ωB97M-V with the def2-TZVPD basis set.

Structure (XYZ):
```
56
Properties=species:S:1:pos:R:3:lowdin_charge:R:1
O 8.2950 24.3660 -23.9476 -0.439
V 8.1970 23.0359 -23.0204 0.856
P 9.0593 20.6269 -24.0377 0.186
F 8.3659 19.1983 -23.6403 -0.127
F 8.9337 20.2343 -25.5889 -0.131
F 7.6288 21.3328 -24.0872 -0.147
F 9.6416 22.0438 -24.4786 -0.156
F 9.2568 21.1672 -22.5016 -0.224
F 10.6280 20.1139 -24.1201 -0.156
P 5.9563 23.4566 -21.3114 0.195
F 4.8651 22.3057 -21.0255 -0.136
F 5.9045 23.1667 -22.9011 -0.194
F 4.8076 24.6251 -21.3280 -0.172
F 7.1307 24.5279 -21.5962 -0.169
F 6.1672 23.7637 -19.7260 -0.149
F 7.1609 22.3633 -21.2683 -0.236
Br 0.7465 24.3168 -24.1027 0.564
C 2.5131 25.0289 -23.5761 -0.666
C 3.3254 25.4205 -24.8374 -0.678
Br 5.1771 25.7648 -24.3550 0.716
H 3.0128 24.3732 -22.8631 0.032
H 2.2686 25.9564 -23.0582 0.045
H 2.8608 26.3330 -25.2109 0.048
H 3.3399 24.7103 -25.6642 0.046
Br 6.9587 19.8831 -15.8386 0.511
C 8.3975 20.6383 -16.9972 -0.663
C 7.9657 20.8839 -18.4923 -0.671
Br 9.5251 21.6631 -19.4535 0.689
H 9.3380 20.0878 -16.9748 0.045
H 8.5968 21.6240 -16.5766 -0.010
H 7.2126 21.6626 -18.3711 -0.007
H 7.5486 20.0186 -19.0074 0.030
Br 5.2206 29.1886 -22.0558 0.612
C 4.5382 28.2162 -20.4954 -0.679
C 4.9865 29.0026 -19.2252 -0.638
Br 4.1667 28.2526 -17.5302 0.526
H 4.9229 27.1971 -20.4567 0.044
H 3.4723 27.9899 -20.4677 0.056
H 4.7519 30.0603 -19.3453 0.037
H 6.0724 28.9090 -19.2168 0.049
Br 6.7847 23.6025 -15.4854 0.633
C 4.8167 23.8537 -15.5726 -0.622
C 4.5361 24.0627 -17.0948 -0.669
Br 2.7577 24.9481 -17.2230 0.551
H 4.4944 24.7931 -15.1235 0.034
H 4.2459 23.0196 -15.1644 0.057
H 4.5627 23.1999 -17.7604 0.019
H 5.2283 24.7812 -17.5337 0.024
Br 0.0172 20.9997 -17.9596 0.528
C 1.9820 20.6550 -17.6194 -0.626
C 2.8718 20.7891 -18.8714 -0.570
Br 4.7794 20.1520 -18.4801 0.633
H 1.9371 19.6320 -17.2460 0.037
H 2.3328 21.2889 -16.8051 0.041
H 2.9979 21.7974 -19.2657 0.036
H 2.5174 20.2357 -19.7410 0.055
```

- gap between HOMO and LUMO (spin up / spin down) (eV) = 7.609 / 9.526
- <S²> = 2.04
- lowest unoccupied orbital energy (spin up / spin down) (eV) = 1.87 / 1.87
- energy (a.u.) = -29034.05544
- max |F| (eV/Å) = 5.5
- charge = -1
- spin multiplicity = 3

Entry 5:
Here is a 5-piece molecular cluster, C10H20Cl10 overall in a non-equilibrium geometry from OMol25. Energies are from ωB97M-V with the def2-TZVPD basis set.

Structure (XYZ):
```
40
Properties=species:S:1:pos:R:3:lowdin_charge:R:1
Cl 3.7299 9.0531 7.8642 0.533
C 5.4581 8.6389 7.8958 -0.680
C 6.0334 8.5812 9.2773 -0.664
Cl 5.7560 10.0937 10.1635 0.528
H 5.9318 9.4397 7.2514 0.044
H 5.5831 7.7052 7.4018 0.059
H 7.0950 8.4895 9.1921 0.053
H 5.6811 7.7933 9.9154 0.065
Cl 9.6907 15.7739 5.5588 0.506
C 8.1679 16.1140 6.5163 -0.629
C 7.6657 14.8682 7.0967 -0.636
Cl 6.2923 15.2301 8.3233 0.478
H 7.5171 16.4639 5.7648 0.052
H 8.5195 16.8512 7.2446 0.075
H 8.4222 14.3476 7.7170 0.044
H 7.3409 14.1450 6.3427 0.063
Cl 14.9549 6.5313 8.0954 0.512
C 13.2545 7.1275 7.8302 -0.632
C 12.6946 6.3606 6.6286 -0.680
Cl 11.0061 6.8435 6.3095 0.541
H 13.3271 8.2243 7.7144 0.034
H 12.7283 6.8528 8.7496 0.067
H 12.9086 5.3446 6.7908 0.042
H 13.3035 6.6707 5.7182 0.092
Cl 13.3022 14.8233 10.2429 0.485
C 12.7241 15.2055 11.9481 -0.577
C 12.2127 13.9336 12.5429 -0.734
Cl 10.5712 13.4378 12.1657 0.566
H 11.8909 15.8459 11.7534 0.048
H 13.5832 15.5599 12.5203 0.082
H 12.2774 14.0006 13.6073 0.056
H 12.9111 13.1057 12.2741 0.076
Cl 12.3246 10.9998 7.5164 0.557
C 10.6697 11.1346 6.8754 -0.648
C 9.6972 11.4148 8.0579 -0.606
Cl 7.9777 11.3436 7.5225 0.568
H 10.5083 10.1787 6.3330 0.056
H 10.6437 11.9183 6.0996 0.072
H 9.8592 12.4081 8.4444 0.052
H 9.7900 10.5615 8.7701 0.077
```

- ΔE to the lowest compared entry with this formula, charge and spin (eV) = 0.883
- gap between HOMO and LUMO (eV) = 10.964
- lowest unoccupied orbital energy (eV) = 0.41
- SMILES = ClCCCl.ClCCCl.ClCCCl.ClCCCl.ClCCCl
- energy (a.u.) = -4994.93179
- max |F| (eV/Å) = 3.4
- charge = 0
- spin multiplicity = 1

Entry 6:
Here is C10H20ClGdIO3P as an isolated structure in a non-equilibrium geometry from OMol25. Energies are from ωB97M-V with the def2-TZVPD basis set.

Structure (XYZ):
```
37
Properties=species:S:1:pos:R:3:lowdin_charge:R:1
C -0.1044 -3.4752 -3.7593 -0.021
C -0.3142 -2.2349 -3.0271 -0.207
H 0.0298 -3.3930 -4.8568 0.123
H -1.0158 -4.0761 -3.6268 0.104
H 0.7671 -3.9730 -3.2765 0.111
O 0.0733 -1.1136 -2.9275 -0.030
I 2.0931 -3.7457 0.4085 0.627
Gd 0.5284 -1.3631 -0.0588 0.846
P -1.9059 0.4239 -0.4404 0.736
C -1.8353 2.1402 -1.0925 -0.260
C -3.1333 -0.3583 -1.5505 -0.266
H -2.6479 -0.1066 1.7793 -0.015
H -4.0262 0.4750 0.8035 0.059
H -2.8482 1.6397 1.4863 0.061
C -2.9678 0.6427 1.0446 -0.258
H -3.0412 -1.4463 -1.4586 0.038
H -4.1502 -0.0792 -1.2489 0.059
H -2.8316 2.5666 -1.2678 0.075
H -1.2696 2.1646 -2.0310 0.028
H -2.9740 -0.0817 -2.5968 0.056
H -1.3066 2.7747 -0.3697 0.050
C 1.0929 0.8654 -1.8267 -0.034
O 1.2158 1.6779 -2.6242 0.150
Cl -0.5754 -1.8005 2.1107 0.024
C 2.9103 0.6300 3.2440 -0.114
C 2.3789 1.9571 2.6749 -0.115
C 1.6685 1.5888 1.3728 -0.148
O 1.7849 0.1431 1.1842 -0.436
C 2.6963 -0.4473 2.1775 -0.199
H 3.9563 0.6751 3.5500 0.131
H 2.3252 0.3253 4.1182 0.127
H 3.1492 2.7226 2.5231 0.131
H 1.6738 2.4062 3.3748 0.124
H 0.6000 1.8489 1.4507 0.124
H 2.1265 2.0952 0.5104 0.125
H 3.6359 -0.6995 1.6624 0.128
H 2.2413 -1.3688 2.5638 0.061
```

- ΔE to the lowest compared entry with this formula, charge and spin (eV) = 3.214
- gap between HOMO and LUMO (spin up / spin down) (eV) = 7.433 / 4.666
- <S²> = 16.08
- lowest unoccupied orbital energy (spin up / spin down) (eV) = -7.54 / -11.20
- energy (a.u.) = -2482.95397
- max |F| (eV/Å) = 3.3
- charge = +2
- spin multiplicity = 8

Entry 7:
Here is a 2-piece molecular cluster, C10H20ClO7 overall in a non-equilibrium geometry from OMol25. Energies are from ωB97M-V with the def2-TZVPD basis set.

Structure (XYZ):
```
38
Properties=species:S:1:pos:R:3:lowdin_charge:R:1
C 0.4781 -1.8887 0.4888 -0.123
C 0.6453 -1.7148 -1.0899 -0.234
C 1.4400 -0.4194 -1.5753 -0.153
C 1.8053 0.6491 -0.4477 -0.316
C 3.0630 1.4985 -1.0342 -0.057
O 0.7024 1.5878 -0.3652 -0.005
C 0.2852 1.8655 0.9345 -0.445
O 0.9634 1.8851 1.9635 0.132
O -1.0915 2.2510 1.0702 -0.041
C -1.9715 1.1618 0.6964 -0.161
C -2.3094 1.0619 -0.8615 -0.360
C -2.4149 2.4653 -1.6207 -0.079
C -3.6202 0.1517 -1.0394 -0.081
H 0.1967 -0.9485 1.0588 0.059
H -0.3700 -2.6434 0.6656 0.087
H 1.4371 -2.3426 0.9159 0.067
H 1.2451 -2.6279 -1.4545 0.106
H -0.3971 -1.8098 -1.5593 0.090
H 0.7526 0.1307 -2.3208 0.115
H 2.3844 -0.6611 -2.1796 0.109
H 2.1740 0.2215 0.5333 0.156
H 2.7816 2.1147 -1.9479 0.085
H 3.8384 0.6997 -1.3267 0.081
H 3.5738 2.1167 -0.2131 0.087
H -2.9710 1.3672 1.2321 0.135
H -1.6038 0.1681 1.1362 0.137
H -1.4313 0.4949 -1.3436 0.105
H -3.5206 2.7123 -1.8171 0.070
H -1.9632 2.3023 -2.6668 0.085
H -1.9038 3.3303 -1.0950 0.077
H -3.3916 -0.8315 -1.5780 0.078
H -4.3530 0.7256 -1.6919 0.065
H -4.0775 -0.0478 -0.0166 0.075
O 0.7252 -3.6000 3.1564 -0.394
Cl 1.9247 -3.0056 3.7107 0.629
O 2.3390 -1.8913 2.8809 -0.407
O 2.9806 -3.9956 3.7498 -0.390
O 1.6546 -2.5336 5.0516 -0.384
```

- gap between HOMO and LUMO (eV) = 8.501
- lowest unoccupied orbital energy (eV) = 2.69
- energy (a.u.) = -1379.64473
- max |F| (eV/Å) = 3.7
- charge = -1
- spin multiplicity = 1